<w>
C5H7ClN2 | ωB97M-V/def2-TZVPD

Each atom is followed by the atoms it is bonded to, with distances in Å.
Element x y z (Å)
1 N 2.574 -0.334 -0.663  C2 1.400, H9 1.035, H10 1.060
2 C 1.332 0.107 -0.193  N1 1.400, C3 1.324, C8 1.461
3 C 0.743 1.259 0.085  C2 1.324, N4 1.325, H11 1.046
4 N -0.533 1.143 0.421  C3 1.325, C5 1.439, H12 0.953
5 C -0.905 -0.247 0.396  N4 1.439, C6 1.434, C8 1.430
6 C -2.250 -0.730 0.519  C5 1.434, Cl7 1.821, H13 0.981, H14 1.082
7 Cl -3.129 0.220 -0.762  C6 1.821
8 C 0.331 -0.911 0.118  C2 1.461, C5 1.430, H15 1.098
9 H 2.522 -1.076 -1.384  N1 1.035
10 H 3.217 0.445 -0.983  N1 1.060
11 H 1.329 2.110 -0.075  C3 1.046
12 H -1.092 1.914 0.444  N4 0.953
13 H -2.237 -1.686 0.296  C6 0.981
14 H -2.618 -0.298 1.439  C6 1.082
15 H 0.716 -1.914 0.344  C8 1.098

Output
**Net charge**: 0
**SMILES**: Nc1c[nH]c(CCl)c1
**Frontier orbital gap**: 8.5151 eV
**LUMO**: 0.96 eV

Atom charges from the natural (NBO) analysis, given in e for atoms 1 to 2:
1 N -0.827
2 C 0.077


<x>
C5H7ClN2 | ωB97M-V/def2-TZVPD

Each atom is followed by the atoms it is bonded to, with distances in Å.
Element x y z (Å)
1 C 1.343 2.854 1.912  C3 1.337, H9 1.050, H10 1.105
2 C 0.053 -0.328 0.335  N6 1.511, N7 1.483, H11 1.146, H12 1.121
3 C 0.956 1.859 1.107  C1 1.337, N6 1.234
4 C -1.153 0.208 -1.596  N7 1.274, Cl8 1.748
5 C -0.574 -2.135 -1.065  N7 1.410, H13 1.091, H14 1.034, H15 1.088
6 N 0.331 1.157 0.307  C2 1.511, C3 1.234
7 N -0.622 -0.734 -0.921  C2 1.483, C4 1.274, C5 1.410
8 Cl -1.993 -0.536 -2.936  C4 1.748
9 H 2.217 3.416 1.768  C1 1.050
10 H 0.687 3.263 2.701  C1 1.105
11 H 0.989 -0.977 0.460  C2 1.146
12 H -0.633 -0.595 1.181  C2 1.121
13 H -1.117 -2.449 -1.958  C5 1.091
14 H -0.969 -2.619 -0.241  C5 1.034
15 H 0.486 -2.382 -1.051  C5 1.088

Output
**Net charge**: 0
**Frontier orbital gap**: 8.9274 eV
**LUMO**: 0.62 eV

Atom charges from the natural (NBO) analysis, given in e for atoms 1 to 2:
1 C -0.652
2 C -0.046


Most stable = <w>